# 1
Computed, not measured: a structure of composition C22H20AsN5O5RbSe, with ωB97M-V with the def2-TZVPD basis set.

Values from the calculation:
Orbital gap (eV): 8.2
HOMO (eV): -10.996
Charge: +1
Relative energy (zero: lowest compared OMol25 entry of this formula, charge and spin) (kJ/mol): 18.95

Last column: natural (NBO) charge in e.
Cartesian coordinates (Å):
1 Rb -0.236 -0.724 0.605  0.944
2 Se 1.964 2.730 -7.035  0.966
3 As -0.775 2.548 2.346  1.978
4 O -2.905 -4.714 -0.202  -0.638
5 O 1.432 -2.345 4.835  -0.664
6 O 1.514 -1.486 2.772  -0.589
7 O -1.837 -2.798 -0.304  -0.568
8 O -1.174 0.956 2.327  -1.199
9 N 1.684 -0.344 -1.666  -0.440
10 N -0.763 0.877 -1.796  -0.466
11 N 2.812 1.645 -5.917  -0.623
12 N 0.512 2.828 -6.022  -0.601
13 N -0.522 -3.208 2.024  -0.375
14 C -2.278 3.685 1.953  -0.999
15 C 1.416 0.418 -2.738  0.150
16 C 0.585 2.969 1.045  -1.011
17 C -1.955 1.451 -1.849  0.043
18 C -1.492 2.506 -3.925  -0.113
19 C 0.728 2.084 -4.968  0.096
20 C 0.061 -3.348 3.206  0.077
21 C 1.072 -2.290 3.551  0.773
22 C 0.097 1.084 -2.804  0.251
23 C 2.010 1.426 -4.909  0.190
24 C -0.222 -4.396 4.075  -0.177
25 C -1.431 -4.101 1.649  0.059
26 C -2.369 2.279 -2.889  -0.248
27 C -2.061 -3.809 0.300  0.771
28 C -0.237 1.899 -3.895  -0.112
29 C 2.859 -0.949 -1.598  0.054
30 C -1.160 -5.331 3.678  -0.156
31 C -0.089 3.096 4.059  -0.999
32 C 3.578 -0.067 -3.682  -0.115
33 C 3.841 -0.846 -2.580  -0.244
34 C 2.347 0.583 -3.772  -0.115
35 C -1.781 -5.182 2.448  -0.197
36 H 4.781 -1.368 -2.469  0.233
37 H 0.197 2.753 0.049  0.251
38 H -1.981 4.733 1.960  0.245
39 H 0.804 2.513 4.276  0.248
40 H 2.096 -1.657 4.998  0.511
41 H -2.975 -5.511 0.337  0.489
42 H 1.460 2.349 1.235  0.248
43 H -1.412 -6.164 4.320  0.240
44 H -2.625 1.239 -1.021  0.197
45 H -2.529 -5.907 2.154  0.216
46 H -3.052 3.516 2.699  0.255
47 H 0.152 4.158 4.058  0.245
48 H -0.844 2.890 4.815  0.254
49 H 0.864 4.020 1.107  0.249
50 H 0.278 -4.467 5.029  0.252
51 H -3.356 2.720 -2.879  0.233
52 H 3.035 -1.554 -0.714  0.195
53 H -2.664 3.419 0.970  0.246
54 H -1.751 3.137 -4.765  0.245
55 H 4.297 0.057 -4.480  0.244

# 2
Computed, not measured: a structure of composition C22H20AuBBr2N7OS in a non-equilibrium geometry, with ωB97M-V with the def2-TZVPD basis set.

Values from the calculation:
Orbital gap (alpha / beta) (eV): 6.9 / 5.1
Expectation value of S²: 2.042
2S+1: 3
HOMO (alpha / beta) (eV): -10.510 / -10.899
Charge: +1
Relative energy (zero: lowest compared OMol25 entry of this formula, charge and spin) (kJ/mol): 0.00

Last column: natural (NBO) charge in e.
Cartesian coordinates (Å):
1 Au -0.554 0.384 0.635  1.155
2 Br 3.710 3.094 -0.809  0.165
3 Br 1.630 7.116 2.585  0.172
4 S -1.319 1.274 -1.537  -0.259
5 O 1.208 1.728 -0.027  -0.574
6 N -0.829 2.528 1.620  -0.472
7 N -1.654 -1.472 0.562  -0.354
8 N -1.300 -2.612 1.153  -0.255
9 N -0.638 -0.980 -2.665  -0.587
10 N 0.407 -1.620 2.851  -0.257
11 N 0.501 -0.407 2.314  -0.381
12 N 0.825 0.799 -3.005  -0.753
13 C 0.493 -1.735 -4.719  -0.279
14 C -2.924 -3.091 -0.283  -0.338
15 C 1.263 2.847 0.541  0.444
16 C -2.046 -3.609 0.653  0.001
17 C 2.463 4.962 0.956  -0.272
18 C 0.106 -4.357 -3.873  -0.178
19 C 1.190 -1.673 3.939  0.009
20 C -1.829 2.916 2.376  0.097
21 C -0.781 5.008 2.840  -0.096
22 C 0.896 -2.795 -5.517  -0.181
23 C -0.293 -3.308 -3.068  -0.247
24 C 0.217 3.337 1.423  0.109
25 C 1.451 5.412 1.781  0.027
26 C 1.342 0.317 3.047  -0.044
27 C -0.265 0.276 -2.464  0.368
28 C -1.845 4.158 3.012  -0.223
29 C -2.638 -1.732 -0.303  -0.101
30 C 1.813 -0.451 4.104  -0.333
31 C 2.362 3.725 0.345  -0.098
32 C -0.105 -1.994 -3.491  0.189
33 C 0.697 -4.101 -5.100  -0.199
34 C 0.299 4.617 2.026  -0.144
35 B -0.367 -2.843 2.350  0.152
36 H 1.105 1.723 -2.719  0.433
37 H 0.986 -4.922 -5.736  0.228
38 H 1.572 1.331 2.782  0.198
39 H 0.425 -3.687 2.052  -0.033
40 H 0.592 -0.723 -5.083  0.218
41 H -1.041 -3.236 3.256  -0.031
42 H -0.771 5.975 3.321  0.247
43 H 1.346 -2.595 -6.478  0.228
44 H -0.762 -3.505 -2.114  0.229
45 H 2.504 -0.158 4.865  0.241
46 H -1.925 -4.616 0.995  0.239
47 H 3.332 5.580 0.785  0.265
48 H 1.259 -2.566 4.527  0.237
49 H -3.670 -3.607 -0.849  0.245
50 H -3.109 -0.935 -0.845  0.236
51 H 1.504 0.210 -3.463  0.417
52 H -1.443 -1.273 -2.116  0.443
53 H -2.683 4.433 3.633  0.248
54 H -2.649 2.222 2.483  0.222
55 H -0.058 -5.372 -3.546  0.229

# 3
Computed, not measured: a structure of composition C22H20Cl5IrN3O, with ωB97M-V with the def2-TZVPD basis set.

Values from the calculation:
Orbital gap (alpha / beta) (eV): 6.7 / 6.0
Expectation value of S²: 0.781
2S+1: 2
HOMO (alpha / beta) (eV): -14.589 / -14.821
Charge: +2
Relative energy (zero: lowest compared OMol25 entry of this formula, charge and spin) (kJ/mol): 0.00

Last column: natural (NBO) charge in e.
Cartesian coordinates (Å):
1 Ir 0.202 0.439 0.022  0.905
2 Cl -6.989 1.926 -2.156  0.237
3 Cl -5.663 -0.848 -2.506  0.155
4 Cl -5.413 4.351 -1.054  0.155
5 Cl -2.395 3.947 -0.229  0.121
6 Cl -2.633 -1.193 -1.729  0.113
7 O -1.496 1.262 -0.656  -0.613
8 N 1.778 -0.217 0.624  -0.283
9 N 1.313 1.083 -1.648  -0.436
10 N -0.545 -0.254 1.878  -0.426
11 C 3.009 -1.047 4.049  -0.180
12 C -3.340 2.677 -0.855  -0.021
13 C 4.938 -1.056 -1.181  -0.180
14 C 3.967 -1.108 -0.195  -0.179
15 C -2.703 1.393 -0.983  0.378
16 C 2.634 0.452 -1.481  0.233
17 C -3.456 0.286 -1.517  -0.110
18 C 1.885 -0.551 1.998  0.127
19 C -1.243 0.876 2.565  -0.411
20 C 1.782 -1.197 4.680  -0.135
21 C 2.838 -0.304 -0.322  0.023
22 C 4.789 -0.211 -2.271  -0.138
23 C 3.626 0.534 -2.435  -0.236
24 C 0.598 -0.968 3.988  -0.216
25 C -5.384 1.729 -1.721  0.007
26 C 1.436 2.569 -1.689  -0.419
27 C 3.073 -0.722 2.705  -0.193
28 C 0.652 -0.617 2.656  0.129
29 C -4.653 2.841 -1.213  -0.127
30 C -1.471 -1.415 1.786  -0.411
31 C -4.768 0.450 -1.874  -0.088
32 C 0.696 0.607 -2.920  -0.413
33 H 4.070 -1.791 0.634  0.243
34 H -1.019 -2.190 1.172  0.231
35 H -2.401 -1.084 1.328  0.217
36 H -1.682 -1.809 2.780  0.218
37 H 0.616 -0.477 -2.898  0.231
38 H 0.436 2.998 -1.743  0.225
39 H -2.099 1.169 1.961  0.212
40 H 1.297 0.916 -3.775  0.216
41 H 1.934 2.914 -0.787  0.230
42 H -0.346 -1.046 4.510  0.240
43 H 4.029 -0.561 2.233  0.244
44 H -0.560 1.716 2.665  0.233
45 H -0.294 1.050 -3.004  0.217
46 H 2.009 2.875 -2.565  0.217
47 H -1.595 0.571 3.551  0.217
48 H 3.925 -1.177 4.609  0.251
49 H 3.502 1.147 -3.318  0.239
50 H 5.567 -0.154 -3.020  0.249
51 H 5.816 -1.681 -1.098  0.251
52 H 1.743 -1.465 5.726  0.250

# 4
Computed, not measured: a structure of composition C22H20ClCrN4O2Se2 in a non-equilibrium geometry, with ωB97M-V with the def2-TZVPD basis set.

Values from the calculation:
Orbital gap (alpha / beta) (eV): 6.8 / 6.7
Expectation value of S²: 3.801
2S+1: 4
HOMO (alpha / beta) (eV): -13.403 / -13.510
Charge: +2

Last column: natural (NBO) charge in e.
Cartesian coordinates (Å):
1 Se 3.382 -1.644 1.438  0.595
2 Se 1.226 1.430 2.656  0.001
3 Cr 0.185 -0.231 1.078  0.951
4 Cl 1.321 -2.012 1.989  -0.044
5 O -5.570 3.135 -0.125  -0.713
6 O -5.668 -3.072 0.334  -0.715
7 N -1.135 -1.378 0.092  -0.534
8 N -0.912 -0.192 2.790  -0.543
9 N 1.697 -0.182 -0.355  -0.543
10 N -1.063 1.147 0.361  -0.501
11 C -2.151 -3.456 -0.500  -0.221
12 C -2.436 -0.585 4.572  -0.249
13 C -2.357 -0.795 0.088  0.167
14 C -3.210 2.879 -0.063  0.096
15 C -1.954 -0.846 3.305  0.063
16 C -3.405 1.501 -0.003  -0.233
17 C -4.684 -3.706 -0.438  -0.106
18 C -2.314 0.663 0.186  0.259
19 C -3.425 -2.907 -0.338  0.093
20 C -0.724 1.070 4.819  -0.251
21 C 2.951 -0.602 -0.111  0.050
22 C -1.899 3.352 0.007  -0.227
23 C -1.815 0.401 5.339  -0.094
24 C 1.503 0.516 -1.488  0.067
25 C -4.357 3.824 -0.214  -0.104
26 C -3.512 -1.540 -0.085  -0.213
27 C -1.049 -2.663 -0.249  0.086
28 C -0.872 2.463 0.235  0.084
29 C 2.515 0.870 -2.354  -0.219
30 C -0.290 0.735 3.542  0.078
31 C 4.027 -0.307 -0.948  -0.256
32 C 3.815 0.457 -2.077  -0.086
33 H -6.303 3.760 -0.143  0.501
34 H -4.485 -1.086 -0.005  0.267
35 H 4.632 0.722 -2.730  0.258
36 H 2.294 1.460 -3.227  0.255
37 H 0.152 2.806 0.308  0.236
38 H -4.403 1.110 -0.108  0.265
39 H 0.481 0.799 -1.702  0.218
40 H -0.050 -3.076 -0.307  0.219
41 H -2.015 -4.486 -0.786  0.254
42 H -4.271 4.601 0.561  0.205
43 H -6.504 -3.544 0.249  0.500
44 H -4.978 -3.750 -1.498  0.210
45 H -3.281 -1.138 4.947  0.251
46 H -4.247 4.337 -1.184  0.206
47 H -0.196 1.826 5.377  0.255
48 H -4.511 -4.737 -0.106  0.201
49 H -1.695 4.406 -0.093  0.251
50 H 5.010 -0.677 -0.691  0.253
51 H -2.178 0.636 6.326  0.249
52 H -2.404 -1.607 2.679  0.209